Record 1
Below is a single C5H8IN3O2 molecule at a distorted geometry, with properties calculated with ωB97M-V with the def2-TZVPD basis set.

Output
- ΔE to the lowest compared entry with this formula, charge and spin (kJ/mol) = 10.4
- structure (SMILES) = Cn1nc(OCI)n(C)c1=O
- HOMO energy (eV) = -8.20
- strongest force on any atom (eV Å⁻¹) = 3.3
- orbital gap (eV) = 8.22

Last column: Löwdin charge in e.
CARTESIAN COORDINATES (ANGSTROEM)
C (0.4551, -1.0679, -0.2815)  -0.50
C (-0.6598, 0.8891, -0.2064)  -0.38
C (1.1470, 0.3430, 1.5188)  -0.03
C (-0.3777, -1.9362, -2.3739)  -0.01
C (-1.1839, 2.7710, 1.5179)  -0.59
N (0.2197, 0.0844, 0.4834)  0.02
N (-0.2317, -0.8430, -1.4320)  -0.12
N (-0.9921, 0.3391, -1.3957)  0.17
O (1.1109, -2.0577, -0.0211)  0.06
O (-1.0601, 2.0978, 0.1691)  -0.11
I (-2.4785, 1.6860, 2.7735)  0.83
H (2.1372, 0.4217, 0.9608)  0.13
H (1.0320, 1.3400, 1.8271)  0.04
H (1.3177, -0.2537, 2.4406)  0.12
H (0.1693, -1.6975, -3.3176)  0.10
H (0.0439, -2.7690, -1.8438)  0.07
H (-1.4463, -2.0262, -2.6039)  0.09
H (-0.1996, 2.8453, 1.9822)  0.03
H (-1.7387, 3.7303, 1.3141)  0.07

***

Record 2
Below is a molecular structure, C5H8IrO3 at a distorted geometry, with properties calculated with ωB97M-V with the def2-TZVPD basis set.

Output
- total charge = +1
- ΔE to the lowest compared entry with this formula, charge and spin (kJ/mol) = 209.3
- HOMO energy (spin up / spin down) (eV) = -12.72 / -13.61
- strongest force on any atom (eV Å⁻¹) = 5.9
- orbital gap (spin up / spin down) (eV) = 7.91 / 6.72
- multiplicity = 5

Last column: Löwdin charge in e.
CARTESIAN COORDINATES (ANGSTROEM)
Ir (-0.5170, -1.1889, -1.9820)  1.39
O (0.8866, -0.0080, -1.8642)  -0.20
O (-0.4861, 0.7799, -0.2700)  -0.09
C (-1.8459, 0.5697, -0.0118)  -0.15
C (-1.8770, -0.8725, 0.4777)  -0.24
O (-0.8251, -1.5532, -0.1621)  -0.37
C (0.7436, 0.1761, -0.5370)  -0.51
H (-2.1915, 1.2784, 0.7532)  0.15
H (-2.4592, 0.7722, -0.9036)  0.13
H (-2.8769, -1.3222, 0.3811)  0.14
H (-1.6077, -0.8639, 1.5498)  0.14
C (1.8053, 0.9999, 0.1418)  -0.05
C (2.1938, -0.4334, 0.4837)  0.15
H (2.4648, 1.5064, -0.5727)  0.15
H (1.4136, 1.5887, 0.9804)  0.15
H (3.1192, -0.7588, -0.0129)  0.12
H (2.0595, -0.6704, 1.5486)  0.12

***

Record 3
Below is a molecular structure, C5H8LiLuO3 at a distorted geometry, with properties calculated with ωB97M-V with the def2-TZVPD basis set.

Output
- total charge = +3
- ΔE to the lowest compared entry with this formula, charge and spin (kJ/mol) = 30.3
- HOMO energy (spin up / spin down) (eV) = -21.20 / -21.19
- strongest force on any atom (eV Å⁻¹) = 6.4
- orbital gap (spin up / spin down) (eV) = 6.44 / 6.18
- multiplicity = 2

Last column: Löwdin charge in e.
CARTESIAN COORDINATES (ANGSTROEM)
C (0.7249, 1.6181, -3.0829)  0.10
C (1.2878, 2.6994, -2.5223)  -0.06
H (1.3339, 0.7436, -3.3450)  0.13
H (-0.3242, 1.6552, -3.4156)  0.14
H (1.4325, 3.7658, -2.7197)  0.10
Lu (1.9804, 2.1202, -0.2355)  2.26
O (-0.1796, -1.4410, 0.7738)  -0.04
Li (0.0445, -3.5204, 0.1891)  0.89
O (1.1733, -2.2301, -0.7113)  0.06
C (0.8018, -1.2116, -0.1194)  -0.71
O (1.1424, -0.0191, -0.3521)  -0.18
C (-0.6702, -0.3878, 1.6261)  -0.22
C (-1.7598, -0.9519, 2.5028)  -0.03
H (0.1693, -0.0150, 2.2284)  0.13
H (-1.0526, 0.4211, 0.9889)  0.12
H (-1.3641, -1.7248, 3.1746)  0.10
H (-2.1692, -0.1412, 3.1200)  0.11
H (-2.5712, -1.3805, 1.9001)  0.10

***

Record 4
Below is a molecular structure, C5H8LiO3Pd at a distorted geometry, with properties calculated with ωB97M-V with the def2-TZVPD basis set.

Output
- total charge = +2
- ΔE to the lowest compared entry with this formula, charge and spin (kJ/mol) = 0.0
- HOMO energy (spin up / spin down) (eV) = -17.83 / -18.72
- strongest force on any atom (eV Å⁻¹) = 6.6
- orbital gap (spin up / spin down) (eV) = 9.03 / 6.88
- multiplicity = 4

Last column: Löwdin charge in e.
CARTESIAN COORDINATES (ANGSTROEM)
C (1.0666, -2.8679, 0.6512)  0.09
C (1.7557, -2.9388, -0.5579)  -0.05
H (1.6638, -2.4957, 1.4962)  0.13
H (0.2422, -3.5764, 0.8312)  0.14
H (1.6361, -3.7773, -1.2549)  0.10
Pd (1.5933, -1.1364, -1.1898)  1.22
O (-0.2890, 1.2011, 0.6044)  0.00
Li (1.5273, 2.3968, 1.6710)  0.89
O (1.5579, 0.5055, 1.4890)  0.02
C (0.5228, 0.1859, 0.8964)  -0.66
O (0.4459, -0.8746, 0.1935)  -0.19
C (-0.9874, 1.3109, -0.6542)  -0.20
C (-2.0740, 2.3396, -0.4703)  -0.03
H (-0.2942, 1.6116, -1.4506)  0.13
H (-1.3451, 0.3214, -0.9647)  0.13
H (-1.6933, 3.1849, 0.1187)  0.09
H (-2.3885, 2.7004, -1.4586)  0.11
H (-2.9398, 1.9091, 0.0494)  0.10

***

Record 5
Below is a molecular structure, C5H8LiO4Sr at a distorted geometry, with properties calculated with ωB97M-V with the def2-TZVPD basis set.

Output
- ΔE to the lowest compared entry with this formula, charge and spin (kJ/mol) = 162.7
- HOMO energy (spin up / spin down) (eV) = -4.56 / -5.94
- strongest force on any atom (eV Å⁻¹) = 2.7
- orbital gap (spin up / spin down) (eV) = 4.68 / 5.97
- multiplicity = 2

Last column: Löwdin charge in e.
CARTESIAN COORDINATES (ANGSTROEM)
O (3.0924, 0.4662, 0.4268)  -0.76
C (2.6374, -0.8980, 0.3113)  -0.54
C (1.6087, -1.2706, 1.3802)  -0.28
H (2.2052, -1.0339, -0.7018)  0.07
H (3.5349, -1.5468, 0.3334)  0.08
H (1.9858, -2.0569, 2.0575)  -0.03
H (0.6939, -1.6997, 0.9373)  -0.04
O (-0.9808, 0.8910, -1.3095)  0.05
C (-0.8294, 1.1588, -0.0269)  -0.60
C (-2.2797, 0.3194, -1.5433)  -0.07
O (0.0800, 1.8757, 0.3864)  -0.06
O (-1.8761, 0.8274, 0.6926)  0.10
C (-2.8039, 0.0848, -0.1212)  -0.07
H (-2.1371, -0.6038, -2.1130)  0.14
H (-2.8709, 1.0420, -2.1150)  0.14
H (-2.7516, -0.9664, 0.1832)  0.14
H (-3.8065, 0.4862, 0.0468)  0.14
Sr (2.4054, 2.2621, -0.8290)  1.05
Li (2.0924, 0.6625, 2.0042)  0.55

***

Record 6
Below is a molecular structure, C5H8LiO6Tl at a distorted geometry, with properties calculated with ωB97M-V with the def2-TZVPD basis set.

Output
- ΔE to the lowest compared entry with this formula, charge and spin (kJ/mol) = 0.0
- HOMO energy (eV) = -8.73
- strongest force on any atom (eV Å⁻¹) = 4.3
- orbital gap (eV) = 7.75

Last column: Löwdin charge in e.
CARTESIAN COORDINATES (ANGSTROEM)
O (0.7051, 0.9678, 1.5272)  -0.08
C (0.0320, 1.9637, 1.9224)  -0.78
O (-0.5965, 2.6829, 1.1047)  -0.07
O (0.3784, 2.4501, 3.1325)  -0.06
C (1.7443, 2.7529, 3.3654)  -0.07
H (2.3070, 2.9072, 2.4352)  0.10
H (1.8381, 3.6600, 3.9772)  0.09
H (2.1614, 1.8861, 3.8883)  0.09
C (1.8641, 0.3205, -1.3598)  -0.14
H (1.5320, 0.8672, -0.4667)  0.08
H (2.9572, 0.2561, -1.3051)  0.13
C (1.4445, 1.1598, -2.5536)  -0.08
H (1.9069, 0.7760, -3.4723)  0.08
H (0.3516, 1.2135, -2.6534)  0.07
H (1.7828, 2.1929, -2.3956)  0.09
Li (-0.6420, 1.0773, -0.0658)  0.70
Tl (-2.2748, -2.8737, -1.0771)  1.08
O (1.4098, -1.1338, -1.5493)  0.03
O (0.1188, -2.6314, -0.5542)  -0.16
O (-0.6669, -0.6117, -0.8630)  -0.23
C (0.2387, -1.4883, -1.0537)  -0.85

***

Record 7
Below is a gas-phase ion, C5H8N (charge +1) at a distorted geometry, with properties calculated with ωB97M-V with the def2-TZVPD basis set.

Output
- total charge = +1
- ΔE to the lowest compared entry with this formula, charge and spin (kJ/mol) = 623.2
- HOMO energy (spin up / spin down) (eV) = -13.55 / -13.55
- strongest force on any atom (eV Å⁻¹) = 6.2
- orbital gap (spin up / spin down) (eV) = 6.11 / 6.12

Last column: Löwdin charge in e.
CARTESIAN COORDINATES (ANGSTROEM)
C (-1.5348, 1.4229, -0.2966)  -0.06
C (-0.7058, 2.1795, -0.9361)  0.42
C (-1.3702, 0.1641, 0.5382)  -0.12
C (-0.1437, -0.7032, 0.2584)  -0.19
C (2.1632, -1.1629, -0.1798)  -0.07
N (1.0121, -0.4248, -0.0274)  -0.02
H (-2.5424, 1.9954, -0.0417)  0.22
H (-1.3266, 0.3054, 1.5829)  0.11
H (-2.2440, -0.6346, 0.4439)  0.17
H (-0.5197, -1.7903, 0.5848)  0.18
H (1.8403, -2.1073, 0.1055)  0.07
H (2.5690, -0.9501, -1.1195)  0.08
H (2.7759, -0.6875, 0.6769)  0.15
H (0.0266, 2.3933, -1.5897)  0.06

***

Record 8
Below is a gas-phase ion, C5H8N (charge +1) at a distorted geometry, with properties calculated with ωB97M-V with the def2-TZVPD basis set.

Output
- total charge = +1
- ΔE to the lowest compared entry with this formula, charge and spin (kJ/mol) = 313.3
- structure (SMILES) = C=CCC=[N+]=C
- HOMO energy (eV) = -14.16
- strongest force on any atom (eV Å⁻¹) = 5.5
- orbital gap (eV) = 9.34

Last column: Löwdin charge in e.
CARTESIAN COORDINATES (ANGSTROEM)
C (0.4290, 0.1590, 2.1071)  0.04
C (1.1368, 0.1262, -2.4042)  0.20
C (-0.7659, 0.3619, 1.5554)  -0.11
C (-0.0415, -0.7194, -0.4730)  -0.08
C (-1.1917, -0.0082, 0.1139)  -0.11
N (0.5602, -0.3374, -1.4251)  0.11
H (0.8670, 0.6717, 2.9290)  0.07
H (1.2480, -0.2726, 1.6283)  0.04
H (1.8652, 0.8571, -2.2687)  0.11
H (0.8225, -0.2025, -3.3676)  0.13
H (-1.5458, 1.0065, 1.8675)  0.10
H (0.3384, -1.6891, 0.0479)  0.22
H (-1.6744, 0.7798, -0.3922)  0.11
H (-2.0478, -0.7329, 0.0815)  0.15

***

Record 9
Below is 2 unconnected molecules or ions with the total composition C5H8N at a distorted geometry, with properties calculated with ωB97M-V with the def2-TZVPD basis set.

Output
- total charge = +1
- ΔE to the lowest compared entry with this formula, charge and spin (kJ/mol) = 711.3
- HOMO energy (spin up / spin down) (eV) = -13.51 / -13.65
- strongest force on any atom (eV Å⁻¹) = 2.6
- orbital gap (spin up / spin down) (eV) = 7.77 / 8.37

Last column: Löwdin charge in e.
CARTESIAN COORDINATES (ANGSTROEM)
C (-2.2746, 0.4946, -0.0213)  0.08
C (-1.1801, 0.3726, -0.9437)  0.12
C (-0.2952, -0.2958, -0.0099)  -0.27
C (1.8514, 1.0700, 0.1675)  0.21
C (0.2474, -1.6400, 0.2103)  -0.03
N (-1.2353, 0.3950, 0.7660)  0.22
H (-3.2227, 0.9841, 0.0721)  0.15
H (-0.8723, 1.1988, -1.5739)  0.14
H (1.9327, 1.3209, -0.8744)  0.03
H (2.4288, 0.2550, 0.5502)  0.02
H (1.4861, 1.8180, 0.8458)  0.03
H (0.9482, -1.9080, -0.5781)  0.10
H (-0.5647, -2.3774, 0.2154)  0.11
H (0.7502, -1.6877, 1.1740)  0.10

***

Record 10
Below is a gas-phase ion, C5H8N (charge +1) at a distorted geometry, with properties calculated with ωB97M-V with the def2-TZVPD basis set.

Output
- total charge = +1
- ΔE to the lowest compared entry with this formula, charge and spin (kJ/mol) = 144.2
- structure (SMILES) = C/C=C/C#[N+]C
- HOMO energy (eV) = -14.90
- strongest force on any atom (eV Å⁻¹) = 3.4
- orbital gap (eV) = 10.26

Last column: Löwdin charge in e.
CARTESIAN COORDINATES (ANGSTROEM)
C (-0.9067, 0.3429, -0.0079)  0.05
C (1.3842, -0.2782, -0.0245)  -0.05
C (0.3968, 0.6515, -0.0124)  -0.05
C (2.8117, 0.0315, 0.0017)  -0.05
C (-3.3810, -0.1498, -0.0047)  -0.01
N (-2.0357, 0.1466, 0.0030)  0.16
H (1.1156, -1.3285, -0.0336)  0.14
H (0.6348, 1.7108, -0.0038)  0.15
H (3.3340, -0.5287, -0.7747)  0.11
H (3.2259, -0.3311, 0.9441)  0.11
H (3.0167, 1.0932, -0.0983)  0.10
H (-3.6136, -0.7385, -0.8966)  0.12
H (-3.9531, 0.7788, -0.0246)  0.12
H (-3.6395, -0.7167, 0.8913)  0.12